Formula: C2H4Cl3OP
Source: the Open Molecules 2025 dataset
Level of theory: ωB97M-V with the def2-TZVPD basis set

Structure (XYZ):
```
11
Properties=species:S:1:pos:R:3:forces:R:3:lowdin_charge:R:1
P -1.504 -0.850 0.122 -2.15 -0.85 -0.85 0.83
Cl 2.175 1.480 -0.759 -0.75 -1.71 0.29 0.54
H -1.125 -2.072 -0.466 -0.18 -0.24 -0.50 -0.10
H -0.889 -1.289 1.234 0.79 -0.06 1.49 -0.13
O -0.754 1.620 0.727 0.35 -1.55 -1.38 -0.30
Cl 1.520 -0.251 1.558 -0.21 0.77 -0.21 0.58
C -0.206 0.111 -0.583 -0.79 3.04 4.12 -0.55
H -1.628 2.044 0.516 1.01 -0.90 -0.33 0.02
C 1.212 -0.012 -0.191 1.26 0.72 0.67 -1.55
Cl 1.680 -1.579 -0.851 0.63 0.06 -1.16 0.61
H -0.480 0.797 -1.307 0.04 0.71 -2.14 0.05
```
Positions in Å, forces in eV/Å.

HOMO (spin up / spin down), eV: -9.912 / -9.914
E, hartree: -1875.62710
Charge: 0
Relative energy (zero: lowest compared OMol25 entry of this formula, charge and spin), kcal/mol: 139.39



Formula: C2H4Cl4
Source: the Open Molecules 2025 dataset
Level of theory: ωB97M-V with the def2-TZVPD basis set

Structure (XYZ):
```
10
Properties=species:S:1:pos:R:3:forces:R:3:lowdin_charge:R:1
Cl 4.154 -0.498 -0.235 -0.22 -0.18 -0.06 0.51
C 2.474 -0.765 0.243 -0.16 0.17 0.65 -1.02
Cl -0.861 0.729 -0.393 -0.22 -0.04 -0.01 0.51
C -2.617 0.534 -0.290 -0.26 0.21 -0.32 -1.00
H 1.809 -0.565 -0.589 0.08 0.23 -0.02 -0.01
H -2.963 -0.166 -1.041 0.23 -0.03 -0.07 0.02
H 2.315 -1.775 0.600 0.32 -0.10 -0.14 0.02
Cl 2.035 0.282 1.634 0.04 -0.14 -0.41 0.46
Cl -3.480 2.068 -0.622 0.23 -0.40 0.27 0.48
H -2.866 0.157 0.694 -0.02 0.28 0.11 0.03
```
Positions in Å, forces in eV/Å.

HOMO, eV: -10.934
E, hartree: -1919.36032
SMILES: ClCCl.ClCCl
Charge: 0
Relative energy (zero: lowest compared OMol25 entry of this formula, charge and spin), kcal/mol: 2.96



Formula: C2H4ClF2N
Source: the Open Molecules 2025 dataset
Level of theory: ωB97M-V with the def2-TZVPD basis set

Structure (XYZ):
```
10
Properties=species:S:1:pos:R:3:forces:R:3:lowdin_charge:R:1
H -1.332 0.449 1.176 -0.04 -0.05 1.14 0.05
C 0.950 -0.390 0.156 -0.51 2.53 -0.03 -0.88
H -0.774 -1.273 -0.544 -0.85 -2.13 0.24 0.10
C -0.420 -0.302 -0.463 0.07 1.21 -1.12 -0.27
H -0.304 -0.006 -1.525 0.10 0.16 0.64 0.14
F 0.878 -0.879 1.389 0.32 -0.05 0.43 0.09
F 1.825 -1.062 -0.540 0.57 -0.99 -0.50 0.09
Cl 1.590 1.374 0.190 0.01 -0.86 0.40 0.61
H -1.031 1.516 -0.034 -0.63 -0.44 0.60 0.06
N -1.381 0.572 0.195 0.96 0.62 -1.79 0.02
```
Positions in Å, forces in eV/Å.

HOMO, eV: -10.304
E, hartree: -793.28602
SMILES: NCC(F)(F)Cl
Charge: 0
Relative energy (zero: lowest compared OMol25 entry of this formula, charge and spin), kcal/mol: 4.90



Formula: C2H4ClFN2
Source: the Open Molecules 2025 dataset
Level of theory: ωB97M-V with the def2-TZVPD basis set

Structure (XYZ):
```
10
Properties=species:S:1:pos:R:3:forces:R:3:lowdin_charge:R:1
C -0.289 -0.239 1.245 0.42 -2.99 -3.77 -0.58
H 0.137 -0.023 -2.205 -0.27 -1.06 2.82 0.12
N 0.999 1.337 0.052 -1.18 -2.68 -1.36 0.12
Cl 0.733 -1.522 2.056 -0.97 1.22 -0.64 0.60
F -1.403 -0.866 0.620 -1.07 -0.02 3.54 -0.12
H -0.385 0.626 1.821 -1.13 0.74 1.67 0.08
H -1.306 -0.670 -1.406 4.65 0.55 1.03 0.18
N -0.132 -0.524 -1.258 -2.59 2.11 -2.06 0.03
H 1.406 1.618 -0.863 -0.55 -0.10 0.60 0.05
C 0.240 0.263 -0.062 2.68 2.23 -1.83 -0.48
```
Positions in Å, forces in eV/Å.

HOMO, eV: -9.969
E, hartree: -748.10638
SMILES: [H]/N=C(\N)[C@@H](F)Cl
Charge: 0
Relative energy (zero: lowest compared OMol25 entry of this formula, charge and spin), kcal/mol: 42.92



Formula: C2H4ClFNO2
Source: the Open Molecules 2025 dataset
Level of theory: ωB97M-V with the def2-TZVPD basis set

Structure (XYZ):
```
11
Properties=species:S:1:pos:R:3:forces:R:3:lowdin_charge:R:1
H 1.259 1.304 -0.359 -2.07 -3.14 1.25 0.24
Cl -1.368 1.461 -1.814 0.02 -0.58 0.53 -0.25
C 0.160 0.269 -0.205 -0.84 3.20 -1.37 -0.31
H -1.645 -0.455 0.805 0.21 0.39 -0.25 0.08
H -0.943 1.110 1.405 -0.07 -0.35 -0.21 0.07
O 0.754 -0.979 -2.074 -0.60 0.23 0.54 0.02
F 1.870 0.659 0.581 1.80 0.58 0.52 -0.37
C -0.725 0.112 1.006 0.14 0.10 0.01 -0.15
N 0.394 -0.995 -0.906 1.69 -0.84 -0.94 -0.43
H -0.212 -0.471 1.783 0.23 0.20 -0.30 0.08
O 0.455 -2.016 -0.223 -0.51 0.20 0.23 0.02
```
Positions in Å, forces in eV/Å.

HOMO, eV: -4.219
E, hartree: -843.74133
Charge: -1



Formula: C2H4ClFO
Source: the Open Molecules 2025 dataset
Level of theory: ωB97M-V with the def2-TZVPD basis set

Structure (XYZ):
```
9
Properties=species:S:1:pos:R:3:forces:R:3:lowdin_charge:R:1
H 0.189 0.671 0.760 0.04 -0.42 1.01 0.07
C -0.305 -0.123 0.217 -2.52 -1.23 -2.15 -0.16
F 3.297 1.738 -0.210 0.46 -1.28 -0.30 -0.14
H -1.136 0.373 -0.370 0.69 -0.12 0.60 0.08
C 3.987 0.688 -0.758 1.03 4.32 -1.33 -0.60
O 0.550 -0.754 -0.719 -1.42 -2.62 1.41 -0.18
H 1.112 -0.224 -1.200 1.44 2.29 -1.35 -0.02
H -0.884 -1.044 0.647 1.49 2.10 0.37 0.12
Cl 3.462 -0.669 -0.157 -1.21 -3.06 1.73 0.82
```
Positions in Å, forces in eV/Å.

HOMO, eV: -10.008
E, hartree: -713.75012
Charge: 0
Relative energy (zero: lowest compared OMol25 entry of this formula, charge and spin), kcal/mol: 86.89



Formula: C2H4ClI
Source: the Open Molecules 2025 dataset
Level of theory: ωB97M-V with the def2-TZVPD basis set

Structure (XYZ):
```
8
Properties=species:S:1:pos:R:3:forces:R:3:lowdin_charge:R:1
H 0.679 -1.111 -0.904 0.02 -1.31 -0.12 0.01
H -0.328 1.168 0.946 -0.57 1.97 0.10 -0.04
H 1.551 0.439 -0.422 -2.32 -1.28 -0.99 0.10
H 0.199 0.404 -1.673 -0.69 0.64 -1.10 0.02
I 0.193 -0.932 2.133 0.09 -0.81 0.80 0.79
C 0.531 -0.077 -0.803 0.69 2.72 5.03 -0.14
C -0.572 0.224 0.588 2.17 -2.34 -4.04 -1.22
Cl -2.254 -0.115 0.135 0.59 0.41 0.31 0.49
```
Positions in Å, forces in eV/Å.

HOMO, eV: -9.583
E, hartree: -836.44336
SMILES: C[C@@H](Cl)I
Charge: 0
Relative energy (zero: lowest compared OMol25 entry of this formula, charge and spin), kcal/mol: 21.82



Formula: C2H4ClI
Source: the Open Molecules 2025 dataset
Level of theory: ωB97M-V with the def2-TZVPD basis set

Structure (XYZ):
```
8
Properties=species:S:1:pos:R:3:forces:R:3:lowdin_charge:R:1
H -0.891 0.745 -1.207 -0.09 0.23 0.24 0.00
C 0.494 -1.004 0.185 1.06 -1.30 -0.17 -1.27
H 0.346 -0.997 -0.912 0.41 0.04 0.98 -0.01
H 0.486 1.403 -0.209 0.10 0.33 0.37 -0.03
C -0.569 1.256 -0.303 0.55 0.15 -2.51 0.04
H -1.288 1.528 0.377 -1.23 0.68 1.59 -0.03
Cl 2.047 -0.582 0.831 -0.67 -0.14 -0.51 0.50
I -0.624 -2.349 1.238 -0.12 0.00 0.00 0.79
```
Positions in Å, forces in eV/Å.

Multiplicity: 3
HOMO (spin up / spin down), eV: -7.395 / -10.057
E, hartree: -836.31568
Charge: 0
Relative energy (zero: lowest compared OMol25 entry of this formula, charge and spin), kcal/mol: 43.30
<S²>: 2.0091



Formula: C2H4ClIO
Source: the Open Molecules 2025 dataset
Level of theory: ωB97M-V with the def2-TZVPD basis set

Structure (XYZ):
```
9
Properties=species:S:1:pos:R:3:forces:R:3:lowdin_charge:R:1
I -3.022 0.523 0.147 0.62 -0.06 0.05 0.77
H 1.595 0.918 -1.386 -0.74 -0.36 0.18 0.10
O -0.124 0.664 -0.193 -1.13 1.16 -0.33 -0.31
H -0.856 -0.105 1.637 0.13 0.09 -1.07 0.05
Cl -0.877 -1.988 0.114 0.02 1.43 0.21 0.39
C -0.977 -0.093 0.524 0.28 -1.23 0.47 -1.07
C 1.221 0.352 -0.521 -0.53 -3.05 0.14 -0.07
H 1.869 0.518 0.302 0.60 0.47 0.98 0.07
H 1.171 -0.790 -0.624 0.77 1.56 -0.64 0.07
```
Positions in Å, forces in eV/Å.

HOMO, eV: -9.706
E, hartree: -911.68308
SMILES: CO[C@H](Cl)I
Charge: 0
Relative energy (zero: lowest compared OMol25 entry of this formula, charge and spin), kcal/mol: 0.00



Formula: C2H4ClN
Source: the Open Molecules 2025 dataset
Level of theory: ωB97M-V with the def2-TZVPD basis set

Structure (XYZ):
```
8
Properties=species:S:1:pos:R:3:forces:R:3:lowdin_charge:R:1
C 0.441 -0.220 0.436 1.90 -2.46 2.85 -0.82
H -0.404 -1.147 -1.317 0.67 1.68 -0.27 0.13
H -0.039 0.735 -1.353 0.66 2.33 -2.27 0.06
H -1.195 0.910 0.697 0.14 -0.59 -0.86 0.10
C -0.143 -0.142 -0.868 -1.62 -3.66 0.43 -0.17
Cl 1.439 1.052 1.087 0.34 0.92 -0.07 0.61
N -0.950 -0.031 0.345 -1.07 0.55 1.61 -0.03
H 0.851 -1.157 0.973 -1.02 1.23 -1.43 0.12
```
Positions in Å, forces in eV/Å.

HOMO, eV: -9.767
E, hartree: -593.49077
SMILES: Cl[C@@H]1CN1
Charge: 0
Relative energy (zero: lowest compared OMol25 entry of this formula, charge and spin), kcal/mol: 31.61